Record 1
{"formula": "C19H15IrN2O2S", "method": "ωB97M-V/def2-TZVPD", "species": ["Ir", "S", "C", "C", "C", "C", "C", "C", "C", "C", "C", "N", "H", "H", "H", "H", "H", "H", "C", "C", "O", "O", "H", "H", "H", "C", "C", "C", "C", "C", "C", "C", "C", "N", "H", "H", "H", "H", "H", "H"], "coordinates": [[0.693, -0.501, 0.107], [4.553, 0.738, -2.084], [4.641, -0.950, -1.746], [3.552, -1.416, -1.073], [2.586, -0.416, -0.817], [3.017, 0.825, -1.302], [2.236, 2.011, -1.121], [2.607, 3.277, -1.584], [1.758, 4.342, -1.362], [0.570, 4.134, -0.675], [0.266, 2.849, -0.245], [1.076, 1.831, -0.462], [5.493, -1.506, -2.087], [3.434, -2.444, -0.783], [3.543, 3.392, -2.110], [2.019, 5.325, -1.721], [-0.111, 4.942, -0.469], [-0.649, 2.623, 0.283], [-2.991, -1.088, -1.784], [-1.642, -0.847, -1.182], [-1.383, 0.250, -0.629], [-0.751, -1.736, -1.187], [-3.596, -0.192, -1.687], [-3.472, -1.921, -1.275], [-2.882, -1.360, -2.830], [0.819, -0.642, 2.481], [-0.496, -1.080, 2.230], [-1.623, -0.210, 2.372], [-2.885, -0.638, 2.072], [-3.095, -1.959, 1.634], [-2.013, -2.856, 1.528], [-0.749, -2.436, 1.829], [-4.387, -2.389, 1.287], [-5.435, -2.743, 0.983], [1.607, -1.372, 2.631], [0.978, 0.326, 2.938], [-1.450, 0.800, 2.706], [-3.729, 0.029, 2.159], [-2.194, -3.869, 1.203], [0.083, -3.122, 1.771]], "relative_energy_ev": 3.2508, "total_charge": 1, "homo_lumo_gap_ev": [5.7, 6.3], "lumo_energy_ev": [-5.77, -5.30], "s_squared": 0.861, "multiplicity": 2}



Record 2
{"formula": "C19H15N3OReS", "method": "ωB97M-V/def2-TZVPD", "species": ["Re", "O", "C", "C", "C", "C", "C", "C", "C", "N", "C", "C", "N", "H", "H", "H", "H", "H", "H", "H", "C", "C", "C", "C", "C", "C", "C", "C", "C", "S", "C", "N", "H", "H", "H", "H", "H", "H", "H", "H"], "coordinates": [[-0.535, 0.070, 0.285], [-1.629, 1.395, -0.403], [-1.935, 1.733, -1.723], [-2.396, 3.011, -1.959], [-2.732, 3.364, -3.258], [-2.607, 2.448, -4.296], [-2.150, 1.169, -4.041], [-1.807, 0.782, -2.742], [-1.372, -0.583, -2.468], [-0.823, -1.054, -1.330], [-0.580, -2.422, -1.495], [-0.969, -2.761, -2.738], [-1.459, -1.608, -3.322], [-2.491, 3.706, -1.136], [-3.095, 4.363, -3.459], [-2.865, 2.734, -5.306], [-2.051, 0.479, -4.870], [-0.156, -3.025, -0.712], [-0.951, -3.703, -3.258], [-1.863, -1.551, -4.245], [2.560, 0.412, -0.511], [2.429, 0.078, 0.941], [3.526, 0.090, 1.802], [3.362, -0.201, 3.136], [2.092, -0.538, 3.638], [1.837, -0.869, 4.993], [0.576, -1.215, 5.396], [-0.483, -1.258, 4.466], [-0.259, -0.937, 3.149], [-1.474, -1.098, 1.885], [1.027, -0.568, 2.727], [1.202, -0.245, 1.393], [3.583, 0.679, -0.763], [1.932, 1.269, -0.782], [2.278, -0.444, -1.129], [4.498, 0.349, 1.406], [4.211, -0.174, 3.808], [2.656, -0.851, 5.701], [0.383, -1.469, 6.428], [-1.473, -1.554, 4.792]], "relative_energy_ev": 0.0000, "total_charge": 2, "homo_lumo_gap_ev": [6.3, 6.7], "lumo_energy_ev": [-8.49, -8.15], "s_squared": 0.765, "multiplicity": 2}



Record 3
{"formula": "C19H15N4O2PdS", "method": "ωB97M-V/def2-TZVPD", "species": ["Pd", "O", "C", "C", "C", "C", "C", "C", "C", "N", "N", "C", "O", "C", "C", "C", "C", "C", "C", "H", "H", "H", "H", "H", "H", "H", "H", "H", "H", "C", "C", "C", "C", "N", "C", "S", "N", "H", "H", "H", "H", "H"], "coordinates": [[-1.281, -0.236, -0.775], [0.574, 0.143, -1.673], [1.330, 1.101, -2.009], [2.396, 0.859, -2.926], [3.240, 1.861, -3.291], [3.085, 3.174, -2.775], [2.075, 3.453, -1.901], [1.169, 2.453, -1.487], [0.190, 2.770, -0.524], [-0.693, 1.929, -0.054], [-1.476, 2.303, 0.918], [-2.081, 1.296, 1.576], [-1.928, 0.075, 1.289], [-2.942, 1.676, 2.708], [-3.154, 3.020, 3.029], [-3.963, 3.350, 4.102], [-4.556, 2.348, 4.859], [-4.348, 1.011, 4.542], [-3.544, 0.673, 3.469], [2.505, -0.151, -3.297], [4.047, 1.654, -3.982], [3.780, 3.948, -3.069], [1.962, 4.454, -1.504], [0.204, 3.773, -0.095], [-2.682, 3.785, 2.432], [-4.123, 4.389, 4.357], [-5.181, 2.608, 5.703], [-4.806, 0.236, 5.144], [-3.355, -0.361, 3.210], [-6.301, -1.375, 1.743], [-5.398, -0.824, 0.692], [-5.440, 0.516, 0.287], [-4.480, 0.947, -0.605], [-3.569, 0.116, -1.112], [-3.662, -1.171, -0.731], [-2.438, -2.232, -1.403], [-4.521, -1.660, 0.134], [-7.344, -1.292, 1.432], [-6.185, -0.803, 2.665], [-6.054, -2.416, 1.925], [-6.182, 1.196, 0.680], [-4.417, 1.982, -0.918]], "relative_energy_ev": 0.7404, "total_charge": 1, "homo_lumo_gap_ev": [7.8, 4.7], "lumo_energy_ev": [-3.36, -6.69], "s_squared": 6.076, "multiplicity": 5}



Record 4
{"formula": "C19H15N6RuS", "method": "ωB97M-V/def2-TZVPD", "species": ["Ru", "N", "C", "S", "N", "N", "C", "C", "C", "C", "C", "C", "C", "C", "C", "C", "C", "C", "N", "H", "H", "H", "H", "H", "H", "H", "H", "H", "H", "H", "N", "C", "C", "C", "C", "C", "N", "C", "H", "H", "H", "H"], "coordinates": [[-0.105, -0.957, 0.928], [-3.648, 0.935, 2.443], [-2.595, 0.486, 1.817], [-1.862, -1.040, 2.307], [-2.165, 1.197, 0.747], [-1.056, 0.718, 0.220], [-0.607, 1.252, -0.945], [-1.130, 2.452, -1.498], [-1.347, 2.565, -2.903], [-1.876, 3.715, -3.424], [-2.147, 4.803, -2.580], [-1.923, 4.722, -1.200], [-1.451, 3.558, -0.655], [0.430, 0.428, -1.598], [1.139, 0.830, -2.712], [1.994, -0.076, -3.346], [2.122, -1.354, -2.840], [1.458, -1.671, -1.661], [0.663, -0.798, -1.037], [-4.050, 0.448, 3.237], [-4.100, 1.790, 2.132], [-1.190, 1.709, -3.545], [-2.097, 3.783, -4.480], [-2.538, 5.720, -3.003], [-2.112, 5.581, -0.571], [-1.235, 3.508, 0.403], [1.042, 1.837, -3.089], [2.542, 0.226, -4.229], [2.750, -2.095, -3.316], [1.577, -2.642, -1.198], [0.483, -5.545, 5.383], [0.935, -4.848, 4.592], [1.493, -3.985, 3.591], [2.853, -3.991, 3.281], [3.319, -3.122, 2.303], [2.428, -2.290, 1.667], [1.101, -2.286, 1.955], [0.652, -3.119, 2.916], [3.526, -4.661, 3.802], [4.367, -3.087, 2.041], [2.767, -1.585, 0.917], [-0.404, -3.113, 3.147]], "total_charge": 3, "homo_lumo_gap_ev": [7.3, 5.5], "lumo_energy_ev": [-11.24, -13.10], "s_squared": 6.076, "multiplicity": 5}



Record 5
{"formula": "C19H16AsCuNOPS4", "method": "ωB97M-V/def2-TZVPD", "species": ["Cu", "S", "As", "S", "S", "S", "O", "N", "C", "C", "C", "C", "C", "C", "C", "P", "C", "C", "C", "C", "C", "C", "C", "C", "C", "C", "C", "C", "H", "H", "H", "H", "H", "H", "H", "H", "H", "H", "H", "H", "H", "H", "H", "H"], "coordinates": [[-0.832, -2.147, -0.937], [-0.416, -5.000, -4.470], [-1.655, -3.514, -3.680], [-0.470, -1.691, -3.103], [-2.113, -3.884, -1.483], [-3.417, -2.956, -4.661], [-0.176, -4.497, 0.756], [-0.060, -3.148, 0.862], [0.539, -2.788, 1.924], [0.855, -1.406, 2.345], [1.469, -1.333, 3.601], [1.881, -0.130, 4.146], [1.699, 1.042, 3.430], [1.095, 0.986, 2.185], [0.650, -0.214, 1.632], [-0.110, -0.164, -0.032], [1.130, 0.741, -1.008], [2.115, -0.009, -1.645], [3.105, 0.623, -2.380], [3.109, 2.006, -2.494], [2.120, 2.758, -1.875], [1.132, 2.128, -1.134], [-1.505, 0.997, 0.099], [-2.204, 1.220, -1.090], [-3.318, 2.041, -1.096], [-3.755, 2.633, 0.083], [-3.080, 2.393, 1.270], [-1.957, 1.575, 1.280], [-0.692, -4.613, -0.094], [0.866, -3.575, 2.601], [1.632, -2.250, 4.153], [2.353, -0.113, 5.120], [2.029, 1.992, 3.831], [0.968, 1.901, 1.619], [2.084, -1.091, -1.599], [3.857, 0.031, -2.885], [3.874, 2.498, -3.082], [2.111, 3.836, -1.979], [0.347, 2.715, -0.672], [-1.891, 0.723, -2.004], [-3.857, 2.200, -2.020], [-4.633, 3.267, 0.078], [-3.429, 2.835, 2.194], [-1.447, 1.383, 2.215]], "total_charge": -1, "homo_lumo_gap_ev": [5.5, 5.4], "lumo_energy_ev": [1.64, 1.55], "s_squared": 0.757, "multiplicity": 2}



| no. | E (eV) |
| --- | --- |
| 1 | -40686.2109 |
| 2 | -39415.4682 |
| 3 | -44307.0336 |
| 4 | -42274.2577 |
| 5 | -181611.0876 |